w.
Molecular formula: C29H28Br2F3N6O3PtSi
Method: DFT, wB97M-V/def2-TZVPD

Computed properties:
Total charge: +1

Structure (XYZ):
```
73
Properties=species:S:1:pos:R:3:lowdin_charge:R:1
Pt -0.07189 -0.11954 -0.96774 1.643
C 0.53561 -2.64831 -3.51576 -0.006
C 1.08817 -1.27060 -3.68262 -0.278
C 1.74362 -0.83731 -4.81727 -0.016
C 2.16639 0.49204 -4.91055 -0.026
C 1.98376 1.38918 -3.87836 0.005
C 1.37939 0.90560 -2.71912 -0.417
N 0.93493 -0.38627 -2.68274 -0.035
N 1.11209 1.45632 -1.51089 -0.141
Si 1.74869 2.89443 -0.72600 0.425
C 1.64306 2.61716 1.11895 -0.147
C 0.76285 4.39173 -1.22961 -0.155
C 3.53414 3.07560 -1.24024 -0.160
H 1.02490 -3.33582 -4.20138 0.092
H -0.53505 -2.64570 -3.73021 0.104
H 0.64809 -2.99821 -2.49032 0.028
H 1.90501 -1.53277 -5.62736 0.120
H 2.64265 0.82927 -5.82219 0.121
H 2.28189 2.42349 -3.95548 0.111
H 0.79086 3.13420 1.56443 0.032
H 2.54240 3.02131 1.58918 0.044
H 1.57140 1.56553 1.40011 0.011
H -0.30682 4.22435 -1.08115 0.019
H 0.91976 4.64033 -2.28112 0.036
H 1.05003 5.26330 -0.63635 0.042
H 4.06856 2.12514 -1.16696 0.033
H 4.02219 3.77588 -0.55770 0.042
H 3.66803 3.46376 -2.24971 0.029
Br 0.44145 -4.37766 0.10073 0.864
C -1.22468 -3.66928 0.66040 -0.571
C -1.93581 -4.37499 1.64745 -0.163
C -3.12007 -3.87984 2.09998 -0.620
Br -4.04243 -4.83291 3.44423 0.814
C -3.65245 -2.67345 1.57033 -0.176
C -4.89937 -2.13770 1.96208 -0.029
C -5.36474 -1.00555 1.36368 -0.035
C -4.56772 -0.39279 0.37683 -0.122
N -3.39595 -0.83926 0.00124 0.133
C -2.92647 -1.97502 0.57432 -0.143
C -1.66981 -2.48602 0.10962 -0.383
O -0.93068 -1.92900 -0.84655 -0.304
H -1.52875 -5.29516 2.04075 0.099
H -5.47492 -2.64489 2.72385 0.079
H -6.32409 -0.58342 1.62824 0.110
H -4.92376 0.50093 -0.12569 0.108
C -2.44905 2.63240 3.32637 0.014
N -2.24378 2.28369 1.91926 -0.021
C -2.94884 2.87743 0.92583 -0.018
C -2.81709 2.55341 -0.38534 0.021
C -1.87043 1.54341 -0.65470 -0.492
O -1.59506 0.98009 -1.77946 -0.077
N -1.11932 1.03119 0.33502 0.029
C -1.30377 1.27644 1.66367 -0.509
O -0.72212 0.70766 2.56099 0.083
H -3.26526 3.34613 3.39174 0.096
H -1.54095 3.06815 3.73752 0.104
H -2.69202 1.73661 3.89165 0.103
H -3.65263 3.63247 1.24981 0.143
H -3.40546 3.01326 -1.16187 0.130
F 3.96512 -2.82723 3.90922 0.165
C 4.44560 -2.33885 2.76547 -0.591
F 5.26201 -1.31710 3.05719 0.166
F 5.17845 -3.29128 2.17677 0.167
C 3.33998 -1.87397 1.84173 -0.070
C 3.67355 -1.42602 0.57189 0.049
C 2.66900 -0.97700 -0.25296 -0.064
N 1.38709 -0.98111 0.14561 -0.075
C 1.05936 -1.41863 1.36488 -0.125
C 2.02139 -1.87867 2.24394 0.047
H 4.69758 -1.42333 0.22594 0.141
H 2.86795 -0.62329 -1.25212 0.117
H 0.01603 -1.39990 1.63460 0.105
H 1.72822 -2.22403 3.22398 0.143
```

x.
Molecular formula: C29H28Br2F3N6O3PtSi
Method: DFT, wB97M-V/def2-TZVPD

Computed properties:
Total charge: +1

Structure (XYZ):
```
73
Properties=species:S:1:pos:R:3:lowdin_charge:R:1
Pt -0.22646 -0.40342 0.03772 1.564
C -1.31540 0.62091 3.70073 -0.001
C 0.13404 0.58621 3.32486 -0.290
C 1.13088 0.90506 4.23472 -0.010
C 2.46299 0.76289 3.85406 -0.020
C 2.78425 0.29639 2.59613 0.007
C 1.73458 -0.01985 1.72550 -0.438
N 0.46142 0.17047 2.10590 0.078
N 1.83230 -0.51845 0.46291 -0.120
Si 3.12452 -1.54163 -0.14825 0.444
C 3.73282 -2.69544 1.20502 -0.148
C 4.56118 -0.49574 -0.75867 -0.163
C 2.36317 -2.42334 -1.62726 -0.151
H -1.57028 -0.32892 4.17696 0.099
H -1.93791 0.74415 2.81585 0.063
H -1.52244 1.41938 4.41005 0.092
H 0.85909 1.25452 5.22047 0.122
H 3.25323 1.01438 4.54946 0.122
H 3.80883 0.17630 2.27237 0.110
H 4.60465 -2.28728 1.71858 0.036
H 4.02270 -3.66236 0.78651 0.039
H 2.94872 -2.86175 1.94297 0.019
H 5.06136 0.03730 0.05088 0.027
H 4.23306 0.23472 -1.50065 0.033
H 5.29614 -1.15351 -1.23055 0.041
H 1.32623 -2.68615 -1.42131 -0.007
H 2.90396 -3.33955 -1.87218 0.045
H 2.38727 -1.77689 -2.50754 0.029
Br 0.20751 4.79582 -0.12094 0.828
C 0.15674 3.67280 -1.60988 -0.620
C 0.21382 4.19336 -2.88742 -0.169
C 0.18062 3.35314 -3.98754 -0.633
Br 0.24280 4.13245 -5.69024 0.816
C 0.10688 1.92872 -3.84951 -0.182
C 0.09570 1.01973 -4.92105 0.000
C 0.05025 -0.32568 -4.65679 -0.008
C 0.00900 -0.76232 -3.32818 -0.112
N 0.00381 0.07894 -2.31114 0.064
C 0.05306 1.39353 -2.55348 -0.171
C 0.04992 2.25909 -1.37460 -0.437
O -0.06053 1.79325 -0.22359 -0.160
H 0.28107 5.26284 -3.02677 0.103
H 0.12532 1.38533 -5.93796 0.090
H 0.04889 -1.04879 -5.45953 0.119
H -0.03885 -1.81268 -3.08624 0.093
C -1.53030 -5.08830 -1.91785 0.002
N -1.02733 -4.44640 -0.71146 -0.047
C -0.44638 -5.16456 0.30069 -0.035
C 0.06048 -4.57949 1.39076 0.027
C 0.04560 -3.12937 1.51458 -0.496
O 0.47715 -2.53944 2.48618 0.049
N -0.54990 -2.44641 0.45127 0.021
C -1.06131 -3.06734 -0.65975 -0.548
O -1.54545 -2.43657 -1.60008 -0.002
H -1.58952 -6.16001 -1.75015 0.096
H -0.87213 -4.88806 -2.76404 0.101
H -2.51504 -4.69750 -2.16087 0.098
H -0.43170 -6.23735 0.16386 0.136
H 0.49426 -5.15198 2.19487 0.123
F -7.04066 -0.50727 -1.48176 0.166
C -6.65469 -0.04910 -0.28241 -0.592
F -7.24047 -0.79810 0.65417 0.161
F -7.11502 1.20321 -0.16208 0.166
C -5.14978 -0.07658 -0.16688 -0.073
C -4.39726 0.71832 -1.01869 0.055
C -3.02303 0.67628 -0.90681 -0.061
N -2.40534 -0.09650 -0.01534 -0.047
C -3.12924 -0.86553 0.79756 -0.104
C -4.51221 -0.88099 0.75974 0.053
H -4.87338 1.35546 -1.75047 0.142
H -2.40233 1.28641 -1.54746 0.116
H -2.57883 -1.48320 1.49377 0.114
H -5.07210 -1.50636 1.43897 0.134
```

Taking the most stable structure as the zero point, the relative energies in hartree are w 0.0000; x 0.0397.

w.
Molecular formula: C6H12N
Method: DFT, wB97M-V/def2-TZVPD

Computed properties:
Total charge: +1
Structure (SMILES): C[C@@H]1[C@]2(C)C[N@+]12C

Structure (XYZ):
```
19
Properties=species:S:1:pos:R:3:lowdin_charge:R:1
C 0.24086 1.47855 -1.80294 0.017
C 0.20526 0.10616 -0.98802 -0.189
C -0.96860 -0.39702 -0.15068 -0.135
C -1.05046 -1.78892 0.16894 -0.016
C -0.89872 0.77447 0.76404 0.002
N 0.45088 0.34764 0.36888 -0.138
C 1.31684 -0.25300 1.36219 0.005
H -0.64886 2.19683 -1.85116 0.119
H 0.39926 1.34986 -2.83788 0.062
H 1.03884 1.98183 -1.38212 0.056
H 0.74508 -0.71789 -1.44336 0.163
H 0.02104 -2.25758 0.31831 0.149
H -1.51540 -2.11957 -0.75373 0.111
H -1.67212 -2.08645 1.01087 0.107
H -1.30388 1.76106 0.45174 0.137
H -0.94809 0.73073 1.94655 0.183
H 0.82772 -1.07686 1.87164 0.087
H 2.28032 -0.57767 0.80634 0.150
H 1.48004 0.54782 2.14038 0.129
```

x.
Molecular formula: C6H12N
Method: DFT, wB97M-V/def2-TZVPD

Computed properties:
Total charge: +1

Structure (XYZ):
```
19
Properties=species:S:1:pos:R:3:lowdin_charge:R:1
C 0.33932 -0.51903 2.08561 -0.008
C -0.10688 -1.05997 0.94443 -0.215
C 0.84534 -1.57417 -0.08466 -0.195
C 0.47820 -2.56112 -0.90077 0.032
H 1.40816 -0.42504 2.25046 0.077
H -0.31168 -0.09521 2.84015 0.068
H -1.15884 -1.15447 0.71005 0.100
H 1.78178 -1.03690 -0.18210 0.105
H 1.09711 -3.05294 -1.63749 0.069
H -0.47650 -3.03811 -0.70036 0.072
C -0.15848 1.74035 -1.10639 -0.132
C -0.95258 0.74425 -1.47611 0.068
N -0.17066 2.20722 0.29647 0.194
H 0.36171 2.39106 -1.79574 0.125
H -0.68815 0.12035 -2.31939 0.093
H -1.76178 0.39489 -0.84726 0.081
H -1.08897 2.56636 0.56914 0.178
H 0.04701 1.40273 0.92065 0.113
H 0.51588 2.94977 0.43332 0.173
```

y.
Molecular formula: C6H12N
Method: DFT, wB97M-V/def2-TZVPD

Computed properties:
Total charge: +1
Structure (SMILES): C[C@H]1C[C@H]2C[N@+]21C

Structure (XYZ):
```
19
Properties=species:S:1:pos:R:3:lowdin_charge:R:1
C -0.38851 1.69864 -1.07968 -0.040
C 0.14001 0.90960 0.02972 -0.321
C -0.81196 0.71775 1.30404 -0.028
C -0.54995 -0.82433 1.12290 -0.129
C -0.82456 -1.31709 -0.28090 0.017
N 0.40791 -0.56027 0.03611 -0.205
C 1.71149 -1.16456 -0.34079 0.058
H -1.27040 1.14484 -1.62635 0.121
H 0.35379 1.98088 -1.93538 0.130
H -0.81455 2.54184 -0.54597 0.093
H 1.08007 1.26923 0.49092 0.161
H -1.95097 1.01225 1.08295 0.168
H -0.35820 1.08370 2.27894 0.137
H -0.16012 -1.41622 2.05093 0.195
H -0.83249 -2.37959 -0.46769 0.130
H -1.74045 -0.80807 -0.79243 0.164
H 2.45710 -0.55772 0.23416 0.125
H 1.76940 -2.28684 -0.18351 0.137
H 1.78239 -1.04403 -1.37798 0.086
```

Taking the most stable structure as the zero point, the relative energies in hartree are w 0.0317; x 0.0000; y 0.0056.

w.
Molecular formula: C5H15NOS
Method: DFT, wB97M-V/def2-TZVPD

Computed properties:
Total charge: 0
Structure (SMILES): CCCNCCS.O

Structure (XYZ):
```
23
Properties=species:S:1:pos:R:3:lowdin_charge:R:1
C -0.53693 1.03202 2.98987 -0.114
C -0.36260 1.23170 1.49510 -0.257
C -0.29443 0.02409 0.58773 -0.262
N 0.96251 -0.68295 0.69113 -0.090
C 1.61577 -1.46719 -0.33141 -0.304
C 1.97459 -0.58863 -1.55097 -0.539
S 1.76093 -1.46854 -3.13405 0.678
H -0.34882 1.98460 3.46636 0.069
H -1.38433 0.41476 3.25155 0.070
H 0.21310 0.35360 3.43050 0.064
H -1.23773 1.82286 1.19786 0.106
H 0.51837 1.81614 1.22089 0.109
H -0.33285 0.36793 -0.45454 0.100
H -1.18371 -0.62612 0.57950 0.118
H 1.06254 -1.16579 1.57485 0.107
H 1.07209 -2.35323 -0.69555 0.084
H 2.51552 -1.93377 0.07434 0.111
H 1.27495 0.24085 -1.57418 0.045
H 3.00244 -0.24381 -1.56143 0.062
H 2.99425 -1.97863 -3.25231 -0.157
O -5.69683 2.77533 1.87608 -0.071
H -5.80411 3.21413 1.02249 0.030
H -6.64879 2.70678 2.07698 0.041
```

x.
Molecular formula: C5H15NOS
Method: DFT, wB97M-V/def2-TZVPD

Computed properties:
Total charge: 0

Structure (XYZ):
```
23
Properties=species:S:1:pos:R:3:lowdin_charge:R:1
C -1.45483 -0.15775 0.01533 -0.419
N -0.36355 0.54419 -0.07926 0.015
C 0.78802 -0.38685 -0.23144 -0.471
C 2.04424 0.49225 -0.26519 -0.533
S 3.60345 -0.39370 -0.59863 0.699
C 0.60187 -1.18188 -1.53975 -0.078
C -2.57303 0.39759 0.88070 -0.053
H -1.89695 -0.22874 -1.25483 0.036
H -1.28573 -1.21279 0.25317 0.132
H -2.51392 -0.37223 -1.80988 0.168
H 0.90001 -1.07418 0.61574 0.139
H 1.85610 1.21602 -1.05885 0.077
H 2.11656 0.99855 0.69163 0.057
H 4.43706 0.54345 -0.13507 -0.154
H 0.26352 -0.55682 -2.36493 0.087
H 1.56993 -1.59798 -1.83445 0.049
H -0.06901 -2.02214 -1.35987 0.073
H -3.36522 -0.35012 0.83067 0.077
H -2.20346 0.54816 1.89075 0.074
H -2.93873 1.34794 0.49347 0.084
H -0.05744 0.87458 1.57118 -0.018
H 0.10768 1.68440 2.85802 0.039
O 0.43345 0.88806 2.43147 -0.079
```

Taking the most stable structure as the zero point, the relative energies in hartree are w 0.0000; x 0.0897.

w.
Molecular formula: C2H3N2O2S
Method: DFT, wB97M-V/def2-TZVPD

Computed properties:
Total charge: -1

Structure (XYZ):
```
10
Properties=species:S:1:pos:R:3:lowdin_charge:R:1
C -2.69190 0.16638 -1.11884 -0.701
C -0.36318 -0.29189 0.35151 -0.331
N -3.28482 0.37042 -2.09086 0.056
N 2.69681 0.70891 0.51131 -0.439
O 3.14693 -0.01744 1.39398 -0.224
O 2.83818 0.44086 -0.71492 -0.252
S -2.22723 -0.30424 0.42386 0.835
H 0.13564 0.51951 0.82707 0.013
H -0.12577 -0.48187 -0.62754 0.003
H -0.12466 -1.11064 1.04444 0.040
```

x.
Molecular formula: C2H3N2O2S
Method: DFT, wB97M-V/def2-TZVPD

Computed properties:
Total charge: -1

Structure (XYZ):
```
10
Properties=species:S:1:pos:R:3:lowdin_charge:R:1
C -0.65158 -0.25639 -0.30845 -0.241
C 0.40585 -0.64873 -0.94957 -0.414
N -0.57986 0.26730 0.96546 -0.089
N -1.57285 1.04276 1.31864 -0.149
O -1.39353 1.90152 2.23840 -0.162
O 0.80111 -1.09835 -2.10260 -0.035
S 2.42815 -0.10921 0.37279 -0.142
H -1.73748 -0.28704 -0.53960 0.116
H 0.52687 0.46071 1.20506 0.013
H 1.77331 -1.27257 -2.20014 0.104
```

Taking the most stable structure as the zero point, the relative energies in hartree are w 0.0000; x 0.0719.